No. 1
{"formula": "C2H9INP3", "method": "ωB97M-V/def2-TZVPD", "total_energy_ev": -39673.6389, "lumo_ev": -0.7061, "multiplicity": 1, "species": ["C", "C", "N", "P", "P", "P", "I", "H", "H", "H", "H", "H", "H", "H", "H", "H"], "coordinates": [[1.870183, -1.471151, 1.047242], [1.091970, -0.216214, -1.235756], [-2.270781, 1.134981, -1.467583], [-0.883230, 0.141845, 0.994415], [-3.434427, 0.615265, -0.657833], [1.260697, 0.193016, 0.445450], [-1.325197, 2.902360, -1.711136], [1.641554, -1.512228, 2.179791], [2.956914, -1.763595, 0.986502], [1.152432, -2.221562, 0.640710], [0.168918, 0.261546, -1.615903], [1.155109, -1.318814, -1.278696], [1.877926, 0.120995, -1.946852], [-0.691228, 1.483568, 0.991875], [-0.550173, -0.069937, 2.416478], [-4.020666, 1.719926, 0.211297]], "forces_ev_per_a": [[-0.95, -0.56, 2.35], [0.15, -0.50, -3.10], [1.54, 1.14, -1.86], [0.65, -2.06, 1.64], [-2.07, -0.20, 1.60], [1.68, 0.26, 2.22], [-0.33, -0.13, 0.21], [0.45, 0.19, -1.54], [-1.20, 0.55, -0.53], [0.94, 0.11, 0.00], [0.28, -0.84, -0.09], [-0.85, 0.44, -0.56], [-0.14, 0.10, 0.81], [-0.48, 1.51, 0.36], [-0.22, 0.47, -0.91], [0.57, -0.47, -0.62]], "nbo_charge": [-0.955, -1.012, -1.188, -0.051, 0.976, 0.606, 0.345, 0.231, 0.250, 0.214, 0.251, 0.229, 0.245, -0.004, 0.007, -0.144]}

=====

No. 2
{"formula": "C3H6S2", "method": "ωB97M-V/def2-TZVPD", "total_energy_ev": -24877.6699, "lumo_ev": -0.0439, "multiplicity": 1, "species": ["C", "S", "C", "C", "S", "H", "H", "H", "H", "H", "H"], "coordinates": [[-0.197369, 1.849242, 0.970429], [0.668459, 0.410305, 0.493089], [-0.033917, -0.472555, -0.809486], [0.321129, -1.858701, -0.592583], [-0.942206, 0.225461, -1.953054], [-0.096073, 2.007450, 2.094638], [0.251091, 2.682611, 0.408008], [-1.326067, 1.703507, 0.735004], [1.279037, -1.823312, -0.131119], [-0.322440, -2.238911, 0.305652], [0.398355, -2.485097, -1.520578]], "forces_ev_per_a": [[-2.21, 1.00, 0.01], [1.64, -1.14, 1.50], [-1.20, 2.07, -0.18], [-0.62, -2.15, 0.50], [-0.25, -0.27, -0.26], [0.09, -0.37, -1.56], [-0.68, 0.04, 0.42], [1.91, 0.53, 0.26], [1.19, -0.38, 0.31], [0.75, 0.21, -2.05], [-0.61, 0.46, 1.06]], "nbo_charge": [-0.799, 0.315, -0.297, -0.693, -0.001, 0.251, 0.236, 0.252, 0.234, 0.258, 0.244]}

=====

No. 3
{"formula": "C6H14N2O2", "method": "ωB97M-V/def2-TZVPD", "total_energy_ev": -13520.9171, "lumo_ev": 0.9015, "multiplicity": 1, "species": ["C", "C", "N", "O", "C", "H", "H", "H", "H", "H", "H", "H", "C", "C", "N", "H", "H", "H", "C", "O", "H", "H", "H", "H"], "coordinates": [[2.120181, -2.364515, -1.237539], [1.385260, -1.346936, -0.780090], [1.901845, -0.143787, -0.346401], [0.014218, -1.308268, -0.731604], [-0.697796, -2.405802, -1.259696], [1.694221, -3.270477, -1.625038], [3.192731, -2.291159, -1.231939], [2.846981, -0.161894, -0.006138], [1.272930, 0.458389, 0.163326], [-0.466798, -2.552998, -2.318874], [-1.752837, -2.160749, -1.144801], [-0.476068, -3.324529, -0.707996], [-1.159344, 0.445738, 2.215515], [-0.855369, 1.717341, 2.196545], [-0.946162, 2.933554, 2.473747], [-1.008356, -0.176950, 1.352416], [-1.621037, 0.008728, 3.083886], [-0.336128, 3.340318, 3.170095], [-1.021149, 1.894703, -0.825564], [-0.072541, 2.187725, 0.196986], [-0.827229, 2.516794, -1.705178], [-2.035715, 2.067643, -0.462539], [-0.899386, 0.845306, -1.080754], [-0.252451, 3.091827, 0.611638]], "forces_ev_per_a": [[-0.13, -0.20, -0.01], [-0.23, 0.06, -0.05], [-0.23, 0.01, -0.01], [0.55, 0.25, 0.10], [-0.01, -0.17, -0.06], [-0.14, -0.09, 0.01], [0.16, 0.09, -0.01], [-0.04, -0.04, 0.00], [0.03, 0.05, 0.03], [0.00, 0.00, 0.06], [0.06, -0.03, -0.02], [0.01, 0.06, -0.04], [0.35, -0.28, -0.96], [-1.10, 1.67, 2.14], [-0.27, -1.13, 0.20], [0.44, -0.22, -0.05], [-0.26, 0.23, 0.13], [0.53, -0.12, -0.22], [0.12, 0.41, -0.06], [0.14, 1.35, -0.05], [-0.12, -0.14, 0.01], [-0.08, -0.01, -0.05], [0.02, 0.03, -0.03], [0.21, -1.77, -1.06]], "nbo_charge": [-0.661, 0.501, -0.833, -0.527, -0.250, 0.209, 0.208, 0.386, 0.409, 0.184, 0.195, 0.183, -0.654, 0.483, -0.767, 0.246, 0.246, 0.383, -0.263, -0.735, 0.175, 0.173, 0.205, 0.505]}

=====

Number 2 is which compound? C3H6S2